1.
5
Properties=species:S:1:pos:R:3:forces:R:3:mulliken_spin:R:1 method="wB97M-V/def2-TZVPD" energy_ev=-30810.0180 homo_energy_ev="-22.30 / -23.91" de_lowest_kj_mol=0.0 spin_multiplicity=5 s_squared=6.01 homo_lumo_gap_ev="9.504 / 10.692" total_charge=+2
O -1.560148 -0.295858 -0.026746 1.60 -1.26 -0.08 -0.042
C -0.644055 0.559008 0.044190 -1.31 -2.98 -0.23 0.867
O 0.482006 -0.016308 0.009162 2.10 1.91 0.16 0.107
V 2.283438 0.436932 0.036220 1.56 0.37 0.03 2.994
H -0.789870 -1.181820 -0.086984 -3.95 1.95 0.12 0.074

=====

2.
39
Properties=species:S:1:pos:R:3:forces:R:3:nbo_charge:R:1 method="wB97M-V/def2-TZVPD" smiles="O=C(CCSCc1cccc(Cl)c1)NC1CCCC1" energy_ev=-42761.0692 homo_energy_ev=-8.50 de_lowest_kj_mol=1447.9 homo_lumo_gap_ev=9.141
O 3.068883 0.902309 0.980651 -1.41 0.17 -1.06 -0.629
C 2.616974 1.050482 -0.149616 1.85 0.21 -3.26 0.686
N 3.455663 1.245628 -1.253060 5.90 0.13 10.92 -0.636
H 3.247361 1.355111 -2.115370 -2.16 0.94 -6.99 0.367
C 5.032132 1.547606 -0.848808 -0.80 -3.87 -6.52 -0.023
C 5.901295 0.273979 -1.727255 -10.37 5.33 -6.73 -0.339
H 5.341313 -0.675111 -1.889488 -0.05 0.96 0.06 0.203
H 6.642846 0.066524 -1.255521 9.27 -2.16 5.59 0.147
C 6.303457 1.089641 -3.114730 -1.55 -2.32 0.69 -0.425
H 7.086367 0.464329 -3.495687 0.80 0.01 -0.61 0.214
H 5.486390 1.048037 -3.990734 1.39 0.37 2.24 0.196
C 6.739673 2.477014 -2.685557 -0.56 -6.01 10.74 -0.365
H 7.655285 2.425400 -1.881675 -1.46 0.14 -2.97 0.197
H 6.757959 3.048241 -3.425759 0.72 5.61 -5.82 0.185
C 5.579909 2.850321 -1.542554 11.02 -6.50 8.34 -0.374
H 4.917512 3.178907 -2.016732 -10.23 6.18 -6.23 0.160
H 6.014178 3.318756 -0.570232 -0.81 0.59 -2.43 0.220
H 5.284662 1.219767 0.110934 -0.52 0.65 1.74 0.231
C 1.162062 0.988605 -0.743617 4.69 -5.92 1.85 -0.484
C 0.411389 1.188319 0.433754 -4.65 5.06 0.76 -0.501
H 0.436693 2.451199 0.729663 0.11 -3.78 -0.49 0.226
H 0.734951 0.572541 1.243078 -0.07 -0.11 0.69 0.241
S -1.395148 0.955292 -0.059875 1.22 -0.62 0.90 0.112
C -1.336652 -0.971050 0.017954 -6.97 4.01 -7.35 -0.492
C -2.971975 -1.070775 0.076068 6.08 -3.40 8.76 0.100
C -3.771683 -1.473370 -0.833619 6.36 2.93 -3.54 -0.289
C -4.965033 -1.814818 -0.475063 -2.18 0.49 -16.57 -0.240
C -5.585585 -2.067092 0.472544 -2.77 -2.84 17.78 -0.132
C -4.546740 -1.941761 1.727475 -6.62 -0.91 -0.66 -0.014
C -3.347193 -1.543591 1.591862 -0.99 1.51 -9.50 -0.264
H -2.772403 -1.299339 2.294369 4.72 1.75 5.66 0.196
Cl -5.281751 -1.996054 3.309085 -0.03 -0.52 0.25 -0.031
H -6.555157 -2.400261 0.740271 -0.70 -0.05 -0.37 0.232
H -5.599420 -1.937436 -1.396145 0.16 0.08 0.21 0.198
H -3.258041 -1.267257 -1.777595 -1.47 -0.71 -0.81 0.222
H -1.112333 -1.258687 -1.055691 0.91 -0.37 2.00 0.244
H -0.889414 -0.983434 0.883982 2.67 -1.73 4.20 0.221
H 1.236221 -0.303239 -1.001836 -0.80 3.81 0.12 0.212
H 1.128200 1.628730 -1.554944 -0.67 0.91 -1.57 0.230

=====

3.
94
Properties=species:S:1:pos:R:3:forces:R:3:mulliken_charge:R:1 method="wB97M-V/def2-TZVPD" energy_ev=-191854.3373 homo_energy_ev=-10.64 homo_lumo_gap_ev=6.031 total_charge=+1
Hg 3.408029 -0.019467 -0.240139 -0.67 0.77 -0.04 1.723
Hg 0.609514 2.405741 -3.674747 -0.93 0.56 -2.43 1.568
O 1.440172 3.812263 -0.496665 1.20 -0.97 0.19 -0.367
C 2.103636 2.688396 -0.838347 -0.82 -1.29 -0.36 0.588
O 2.705089 2.102016 0.126591 0.81 -0.06 0.06 -0.796
O 2.028049 2.166842 -1.960452 0.05 0.71 -0.76 -0.727
H 1.776538 3.814446 0.417214 -0.62 1.10 0.24 0.355
C -1.933839 1.660275 -5.413698 0.74 -1.11 2.64 -0.084
O -0.763534 2.434072 -5.476310 1.47 0.92 0.33 -0.661
H -2.906077 2.103763 -5.641450 0.45 0.65 -0.65 0.280
H -1.803567 0.680186 -5.884655 -0.12 0.17 -0.41 0.259
H -2.024798 1.422824 -4.339666 -0.67 -0.42 -0.13 -0.296
As -0.504102 -0.443553 -1.248409 -2.18 -0.91 -0.50 1.848
F -0.283175 -1.875417 -2.232747 0.55 0.71 0.52 -0.439
F -0.132820 0.549815 -2.654808 -0.27 -1.27 1.20 -0.096
F -0.797761 0.959509 -0.273616 0.44 0.13 -0.08 -0.288
F -0.892995 -1.450130 0.121334 0.40 0.23 -0.25 -0.477
F 1.187358 -0.420918 -0.726149 -0.88 -0.17 -0.46 0.153
F -2.182694 -0.387660 -1.743665 0.64 -0.06 0.30 -0.546
C -3.355650 -1.206789 2.157728 -0.69 -2.27 0.38 1.059
C -4.710201 -0.434196 2.265468 0.21 -0.63 -1.43 -0.179
C -5.223077 -0.440261 3.686300 0.63 0.79 0.44 -0.794
S -4.611278 -1.994165 4.427536 0.92 1.38 -0.98 1.086
O -5.442622 -3.057880 3.925050 -0.16 0.06 0.59 -0.641
O -4.307834 -1.752920 5.813596 -0.32 -0.62 -0.03 -0.641
C -3.102983 -2.076960 3.421331 0.71 1.40 0.76 -0.784
H -2.502258 -0.578887 1.927518 -0.05 0.07 0.06 -1.188
H -3.420982 -2.000223 1.413460 -0.07 0.69 -0.73 0.258
H -5.421255 -0.872659 1.565398 -0.01 -0.12 0.09 0.357
H -4.447536 0.534368 1.840141 -0.61 0.38 0.49 -0.134
H -6.275052 -0.351305 3.951984 -0.22 -0.39 -0.72 0.486
H -4.801536 0.476811 4.108578 0.40 -0.58 0.88 0.331
H -2.814766 -3.118612 3.306069 -0.42 -0.06 -0.43 0.477
H -2.261828 -1.611677 3.941221 -0.31 -0.07 0.61 0.333
C 1.118451 2.880500 4.375080 -0.65 -1.00 -1.09 -0.635
C -0.179767 2.317147 3.687842 -0.27 -0.80 0.99 -0.749
C 0.150986 1.417499 2.514441 1.32 0.12 0.20 1.255
S 1.600973 0.534055 3.081762 -1.25 0.98 0.54 0.926
O 2.287129 -0.010189 1.918635 0.47 0.00 0.66 -0.321
O 1.240550 -0.373855 4.142290 0.28 -0.13 -0.18 -0.729
C 2.296803 2.022432 3.831169 -0.03 0.62 0.11 -0.746
H 1.019661 2.824869 5.454042 0.05 0.05 0.00 0.317
H 1.261154 3.911099 4.059585 0.17 0.04 0.21 0.299
H -0.916754 3.079079 3.446786 0.07 0.04 -0.04 0.431
H -0.623947 1.610856 4.394659 -0.31 0.42 0.24 0.338
H 0.583300 1.971572 1.680591 -0.61 -0.21 -0.48 -0.513
H -0.570007 0.639746 2.279751 -0.22 0.33 -0.42 -0.876
H 2.703239 2.644440 3.034872 0.69 -0.55 -0.08 0.212
H 2.999836 1.751464 4.613748 0.27 -0.03 -0.27 0.585
C 2.248475 -5.039875 0.886825 -0.20 -0.33 -0.24 -0.430
C 1.550638 -4.645678 2.182959 -0.70 -0.72 1.03 -0.861
C 1.937789 -3.222111 2.569082 0.30 0.50 -1.44 0.075
S 3.457246 -2.905061 1.610823 1.46 -1.04 0.72 0.972
O 4.531071 -2.436414 2.444337 -0.18 0.09 -0.07 -0.743
O 3.211104 -2.126803 0.383427 -0.24 0.06 -0.58 -0.861
C 3.717527 -4.606459 0.990747 -1.51 0.73 0.33 -0.799
H 1.721190 -4.541922 0.069359 0.30 0.10 -0.15 0.133
H 2.171201 -6.107744 0.687094 0.01 -0.02 0.13 0.484
H 1.736663 -5.341873 3.005791 0.73 0.07 -0.08 0.335
H 0.467042 -4.764452 2.124304 -0.02 0.42 -0.46 0.399
H 2.174765 -2.996562 3.603537 -0.09 -0.04 0.01 0.514
H 1.259101 -2.489759 2.128909 -0.20 0.03 0.36 -0.291
H 4.200848 -5.179305 1.779530 0.35 0.12 -0.12 0.395
H 4.222528 -4.583348 0.031133 0.30 0.08 0.17 0.407
C -3.102201 4.600316 0.365758 0.04 0.69 -0.07 -0.898
C -3.426338 3.118346 0.208006 0.09 -0.19 0.53 0.363
C -3.667650 2.776779 -1.252456 0.91 0.24 -0.56 -0.857
S -2.423478 3.812907 -2.178280 -2.54 -0.12 1.42 0.910
O -3.096853 4.446422 -3.275610 0.59 -0.22 -0.46 -0.753
O -1.177051 3.079483 -2.328486 -0.41 0.44 0.33 -0.555
C -2.248026 5.005789 -0.838113 0.75 0.83 -0.41 -0.702
H -2.658576 4.921693 1.311821 0.63 -0.75 -0.02 0.396
H -4.000081 5.218200 0.458059 -0.26 -0.21 -0.87 0.375
H -4.296301 2.879625 0.820027 0.06 -0.26 -0.03 0.424
H -2.568576 2.527475 0.538399 -0.11 -0.08 0.15 -0.433
H -4.639074 3.079519 -1.638082 0.03 0.09 0.00 0.497
H -3.471509 1.729008 -1.474922 -0.02 0.00 -0.06 0.239
H -2.534023 5.985987 -1.217000 -0.11 -0.14 -0.26 0.423
H -1.159195 5.045134 -0.751156 -0.06 -0.09 0.78 0.253
C 3.730757 -3.172781 -4.939619 1.28 0.35 0.40 -0.554
C 4.133081 -1.992815 -5.836407 0.43 1.06 -1.01 -0.710
C 4.263877 -0.739345 -4.967934 -0.27 -0.97 0.96 -0.833
S 2.851670 -0.926836 -3.864908 0.61 1.01 0.51 1.199
O 1.808274 -0.017533 -4.249654 -0.05 -0.48 -0.18 -0.723
O 3.387653 -0.790606 -2.502328 0.05 -0.28 0.21 -0.880
C 2.499830 -2.668826 -4.161234 -0.41 -0.41 -1.79 -0.733
H 4.547040 -3.419017 -4.254814 0.05 0.10 0.01 0.284
H 3.592616 -4.061232 -5.551136 -0.56 -0.02 0.16 0.378
H 3.396991 -1.837791 -6.630749 -0.33 0.03 0.27 0.315
H 5.059483 -2.004269 -6.413882 0.17 -0.96 0.29 0.406
H 4.335561 0.251132 -5.407235 -0.57 -0.10 -0.30 0.446
H 5.121572 -0.835692 -4.299164 0.04 -0.15 -0.05 0.380
H 1.727163 -2.735847 -4.933224 -0.39 0.62 0.30 0.384
H 2.100399 -3.226252 -3.319790 0.48 0.29 0.41 0.412